Entry 1:
Formula: C4H8NO4S
Source: the OMol25 dataset
Level of theory: the ωB97M-V functional and the def2-TZVPD basis

Atoms and positions in Å:
S: -1.232 1.355 -0.885
O: 0.068 2.069 -1.237
O: 0.619 -2.673 0.186
O: -2.419 2.112 -1.366
O: -1.598 -2.455 -0.361
N: -1.428 1.740 0.886
C: -0.503 -2.123 -0.155
C: 0.629 -0.420 1.361
C: 0.575 -1.097 0.028
C: 1.450 -0.816 -1.160
H: 1.069 -0.956 -2.123
H: -0.701 2.413 1.109
H: 0.685 0.718 1.084
H: 1.473 -0.756 1.831
H: 2.394 -1.272 -0.920
H: 1.523 0.313 -1.127
H: -0.336 -0.448 1.992
H: -2.268 2.295 0.857

Calculated values
ΔE to the lowest compared entry with this formula, charge and spin (kcal per mole): 20.4
Multiplicity: 1
Charge: -1
HOMO (eV): -4.148
DFT total energy (eV): -24792.7033

How is the electron density shared among the atoms? According to Löwdin, the charges in e are: atom 1 (S): 0.62, atom 2 (O): -0.58, atom 3 (O): 0.09, atom 4 (O): -0.57, atom 5 (O): 0.15, atom 6 (N): -0.21, atom 7 (C): -0.55, atom 8 (C): -0.04, atom 9 (C): -0.35, atom 10 (C): -0.03, atom 11 (H): 0.07, atom 12 (H): 0.00, atom 13 (H): 0.09, atom 14 (H): 0.04, atom 15 (H): 0.08, atom 16 (H): 0.08, atom 17 (H): 0.11, atom 18 (H): -0.02

---

Entry 2:
Formula: C4H8NO5S
Source: the OMol25 dataset
Level of theory: the ωB97M-V functional and the def2-TZVPD basis

Atoms and positions in Å:
S: 1.972 -0.360 0.143
O: -0.603 2.257 -0.933
O: 2.052 -1.812 0.174
O: 0.272 -0.254 -1.877
O: 2.786 0.253 -0.904
O: 2.095 0.257 1.432
N: 0.066 1.800 1.111
C: -0.197 1.467 -0.154
C: -2.121 -1.064 -0.138
C: 0.239 -0.015 -0.530
C: -0.609 -0.952 0.331
H: 0.953 0.316 -2.354
H: -0.784 -0.498 1.326
H: -2.811 -0.631 0.494
H: 0.835 1.130 1.448
H: -2.071 -0.519 -1.128
H: -0.207 -1.990 0.486
H: 0.364 2.779 1.341
H: -2.231 -2.164 -0.268

Calculated values
ΔE to the lowest compared entry with this formula, charge and spin (kcal per mole): 0.0
Multiplicity: 1
Charge: -1
HOMO (eV): -5.554
DFT total energy (eV): -26842.2726

How is the electron density shared among the atoms? According to Löwdin, the charges in e are: atom 1 (S): 0.47, atom 2 (O): 0.07, atom 3 (O): -0.35, atom 4 (O): -0.01, atom 5 (O): -0.36, atom 6 (O): -0.34, atom 7 (N): 0.12, atom 8 (C): -0.56, atom 9 (C): -0.07, atom 10 (C): -0.49, atom 11 (C): -0.20, atom 12 (H): 0.14, atom 13 (H): 0.11, atom 14 (H): 0.02, atom 15 (H): 0.03, atom 16 (H): 0.09, atom 17 (H): 0.11, atom 18 (H): 0.13, atom 19 (H): 0.07

---

Entry 3:
Formula: C4H8NOP
Source: the OMol25 dataset
Level of theory: the ωB97M-V functional and the def2-TZVPD basis

Atoms and positions in Å:
P: 1.778 2.091 0.115
O: 0.993 -1.230 0.569
N: -0.978 -0.043 0.501
C: 0.498 2.538 -1.241
C: 0.008 -2.337 0.476
C: -1.322 -1.524 0.357
C: 0.272 -0.119 0.599
H: -2.113 -1.897 0.972
H: 0.020 -2.938 1.539
H: -0.447 2.382 -0.692
H: 0.800 1.601 -1.860
H: 0.280 -3.133 -0.274
H: 1.036 2.678 1.221
H: 0.864 3.538 -1.567
H: -1.690 -1.608 -0.716

Calculated values
ΔE to the lowest compared entry with this formula, charge and spin (kcal per mole): 65.1
Multiplicity: 3
Charge: 0
HOMO (alpha / beta) (eV): -6.932 / -9.430
DFT total energy (eV): -17097.7409

How is the electron density shared among the atoms? According to Löwdin, the charges in e are: atom 1 (P): 0.68, atom 2 (O): -0.07, atom 3 (N): 0.08, atom 4 (C): -0.43, atom 5 (C): -0.12, atom 6 (C): -0.17, atom 7 (C): -0.34, atom 8 (H): 0.09, atom 9 (H): 0.15, atom 10 (H): 0.00, atom 11 (H): 0.03, atom 12 (H): 0.12, atom 13 (H): -0.14, atom 14 (H): 0.01, atom 15 (H): 0.12

---

Entry 4:
Formula: C4H8NOP
Source: the OMol25 dataset
Level of theory: the ωB97M-V functional and the def2-TZVPD basis

Atoms and positions in Å:
P: -1.112 -2.380 0.382
O: -0.912 2.622 0.871
N: -1.773 -0.850 0.224
C: 1.729 0.889 -0.357
C: 0.742 -0.075 0.193
C: -0.648 0.388 0.260
C: -1.312 1.686 0.271
H: 0.728 -1.039 -0.469
H: 1.468 1.882 -0.052
H: -2.444 1.673 -0.131
H: 1.617 0.827 -1.484
H: 2.804 0.533 -0.117
H: 1.129 -0.522 1.167
H: -2.058 -3.195 -0.347
H: 0.042 -2.439 -0.412

Calculated values
ΔE to the lowest compared entry with this formula, charge and spin (kcal per mole): 47.9
Multiplicity: 3
Charge: 0
HOMO (alpha / beta) (eV): -7.823 / -9.782
DFT total energy (eV): -17098.4870

How is the electron density shared among the atoms? According to Löwdin, the charges in e are: atom 1 (P): 0.75, atom 2 (O): 0.06, atom 3 (N): -0.28, atom 4 (C): -0.11, atom 5 (C): -0.34, atom 6 (C): -0.16, atom 7 (C): -0.33, atom 8 (H): 0.06, atom 9 (H): 0.06, atom 10 (H): 0.15, atom 11 (H): 0.10, atom 12 (H): 0.11, atom 13 (H): 0.14, atom 14 (H): -0.08, atom 15 (H): -0.11

---

Entry 5:
Formula: C4H8NOS
Source: the OMol25 dataset
Level of theory: the ωB97M-V functional and the def2-TZVPD basis

Atoms and positions in Å:
S: -1.709 -0.944 2.086
O: 0.994 0.525 -2.553
N: 1.181 -0.226 -0.468
C: 0.372 0.286 -1.521
C: 0.630 -1.037 0.632
C: -0.936 0.956 -1.220
C: -0.025 -0.134 1.708
H: -1.013 1.285 -0.173
H: -0.181 -1.750 0.173
H: -0.277 0.889 1.353
H: 1.294 -1.736 1.148
H: 0.652 0.097 2.457
H: -1.810 0.361 -1.183
H: -1.354 1.772 -1.937
H: 2.183 -0.344 -0.501

Calculated values
ΔE to the lowest compared entry with this formula, charge and spin (kcal per mole): 41.8
Multiplicity: 1
Charge: -1
HOMO (eV): -2.594
DFT total energy (eV): -18650.3980

How is the electron density shared among the atoms? According to Löwdin, the charges in e are: atom 1 (S): 0.02, atom 2 (O): -0.01, atom 3 (N): 0.01, atom 4 (C): -0.48, atom 5 (C): -0.33, atom 6 (C): -0.03, atom 7 (C): -0.70, atom 8 (H): 0.05, atom 9 (H): 0.08, atom 10 (H): 0.01, atom 11 (H): 0.09, atom 12 (H): 0.00, atom 13 (H): 0.05, atom 14 (H): 0.11, atom 15 (H): 0.12

---

Entry 6:
Formula: C4H8NOS
Source: the OMol25 dataset
Level of theory: the ωB97M-V functional and the def2-TZVPD basis

Atoms and positions in Å:
S: -3.300 1.033 -0.171
O: 2.515 0.154 1.244
N: 0.311 -0.022 0.773
C: -0.825 -0.307 -0.144
C: 1.596 0.159 0.417
C: 1.907 0.218 -1.042
C: -2.151 -0.131 0.623
H: -0.780 0.471 -0.904
H: -1.951 0.150 1.666
H: 1.253 0.935 -1.557
H: -2.663 -1.088 0.710
H: 1.774 -0.751 -1.518
H: -0.664 -1.285 -0.608
H: 2.898 0.622 -1.232
H: 0.079 -0.159 1.740

Calculated values
ΔE to the lowest compared entry with this formula, charge and spin (kcal per mole): 8.3
Multiplicity: 1
Charge: -1
HOMO (eV): -2.619
DFT total energy (eV): -18651.8513

How is the electron density shared among the atoms? According to Löwdin, the charges in e are: atom 1 (S): 0.07, atom 2 (O): -0.02, atom 3 (N): 0.05, atom 4 (C): -0.28, atom 5 (C): -0.57, atom 6 (C): -0.02, atom 7 (C): -0.79, atom 8 (H): 0.06, atom 9 (H): 0.03, atom 10 (H): 0.08, atom 11 (H): 0.02, atom 12 (H): 0.08, atom 13 (H): 0.10, atom 14 (H): 0.07, atom 15 (H): 0.12

---

Entry 7:
Formula: C4H8NOS
Source: the OMol25 dataset
Level of theory: the ωB97M-V functional and the def2-TZVPD basis

Atoms and positions in Å:
S: -1.224 2.139 0.195
O: 2.924 1.328 -0.824
N: 0.310 0.080 1.064
C: 1.771 -0.103 0.967
C: 2.096 0.943 -0.139
C: -0.184 0.790 -0.352
C: -0.671 -0.161 -1.187
H: 2.148 -1.170 0.897
H: 0.008 -0.797 1.366
H: -1.091 0.399 -2.075
H: -0.412 3.154 -0.058
H: 0.113 -0.936 -1.628
H: -0.061 0.912 1.578
H: 2.295 0.338 1.832
H: -1.510 -0.792 -0.856

Calculated values
ΔE to the lowest compared entry with this formula, charge and spin (kcal per mole): 86.9
Multiplicity: 1
Charge: +1
HOMO (alpha / beta) (eV): -13.209 / -13.208
DFT total energy (eV): -18639.4803

How is the electron density shared among the atoms? According to Löwdin, the charges in e are: atom 1 (S): 0.86, atom 2 (O): 0.26, atom 3 (N): 0.00, atom 4 (C): -0.06, atom 5 (C): -0.07, atom 6 (C): -0.64, atom 7 (C): -0.18, atom 8 (H): 0.17, atom 9 (H): 0.14, atom 10 (H): 0.12, atom 11 (H): -0.11, atom 12 (H): 0.15, atom 13 (H): 0.10, atom 14 (H): 0.14, atom 15 (H): 0.11

---

Entry 8:
Formula: C4H8NOS
Source: the OMol25 dataset
Level of theory: the ωB97M-V functional and the def2-TZVPD basis

Atoms and positions in Å:
S: -2.683 0.304 0.070
O: 1.726 0.825 -0.905
N: -0.418 -0.714 -1.046
C: 1.059 1.081 1.385
C: 1.209 0.441 0.169
C: -1.083 0.520 -0.459
C: 0.634 -1.003 0.006
H: 0.057 -0.254 -1.833
H: 1.262 2.118 1.380
H: -0.970 -1.459 -1.225
H: 0.353 -1.296 0.932
H: -2.403 -0.763 0.854
H: -0.911 1.374 -1.064
H: 1.387 -1.652 -0.501
H: 0.781 0.478 2.238

Calculated values
ΔE to the lowest compared entry with this formula, charge and spin (kcal per mole): 98.2
Multiplicity: 1
Charge: +1
HOMO (alpha / beta) (eV): -14.218 / -13.360
DFT total energy (eV): -18638.9910

How is the electron density shared among the atoms? According to Löwdin, the charges in e are: atom 1 (S): 0.92, atom 2 (O): 0.06, atom 3 (N): 0.06, atom 4 (C): 0.23, atom 5 (C): -0.51, atom 6 (C): -0.49, atom 7 (C): -0.03, atom 8 (H): 0.18, atom 9 (H): 0.10, atom 10 (H): 0.12, atom 11 (H): 0.09, atom 12 (H): -0.08, atom 13 (H): 0.08, atom 14 (H): 0.16, atom 15 (H): 0.10